Formula: C38H42OPPdS
Source: the Open Molecules 2025 dataset
Level of theory: ωB97M-V/def2-TZVPD

CARTESIAN COORDINATES (ANGSTROEM)
Pd1 -0.167 0.503 -0.492
C1 1.391 0.272 6.151
C2 0.387 -0.645 5.868
C3 -0.208 -0.673 4.614
C4 0.205 0.233 3.639
C5 1.218 1.148 3.926
C6 1.810 1.170 5.179
P1 -0.562 0.354 2.002
C7 -1.440 -1.246 1.853
C8 -2.825 -1.357 1.854
C9 -3.426 -2.611 1.821
C10 -2.646 -3.758 1.799
C11 -1.258 -3.653 1.784
C12 -0.660 -2.402 1.803
C13 -1.855 1.611 2.115
C14 -2.532 1.869 3.276
C15 -3.549 2.849 3.310
C16 -3.841 3.568 2.188
C17 -3.134 3.356 0.978
C18 -3.384 4.147 -0.174
C19 -2.657 3.973 -1.312
C20 -1.650 2.977 -1.367
C21 -1.426 2.183 -0.286
C22 -2.133 2.356 0.934
H1 1.851 0.284 7.131
H2 0.062 -1.345 6.626
H3 -0.986 -1.398 4.409
H4 1.545 1.849 3.166
H5 2.595 1.882 5.393
H6 -3.441 -0.467 1.882
H7 -4.505 -2.690 1.828
H8 -3.115 -4.733 1.799
H9 -0.645 -4.545 1.769
H10 0.423 -2.327 1.805
H11 -2.293 1.321 4.181
H12 -4.086 3.030 4.232
H13 -4.609 4.332 2.212
H14 -4.153 4.908 -0.123
H15 -2.840 4.593 -2.181
H16 -1.076 2.861 -2.278
C23 2.663 2.382 -0.008
C24 2.857 1.258 -1.042
C25 2.541 1.842 -2.430
C26 1.934 0.128 -0.705
C27 4.282 0.695 -1.043
C28 5.317 1.281 -0.323
C29 6.607 0.763 -0.383
C30 6.879 -0.352 -1.160
C31 5.852 -0.947 -1.884
C32 4.571 -0.425 -1.823
H17 1.607 2.665 0.035
H18 3.228 3.274 -0.283
H19 2.969 2.066 0.991
H20 1.551 2.306 -2.438
H21 2.575 1.075 -3.206
H22 3.278 2.607 -2.677
H23 2.238 -0.860 -0.372
H24 5.135 2.152 0.291
H25 7.399 1.237 0.181
H26 7.882 -0.755 -1.204
H27 6.052 -1.816 -2.497
H28 3.780 -0.895 -2.400
C33 -3.583 -2.772 -3.029
C34 -2.370 -3.690 -3.118
C35 -1.413 -3.614 -1.938
S1 -0.487 -2.113 -1.621
O1 -1.519 -0.985 -1.327
C36 0.247 -1.815 -3.249
C37 -0.538 -0.956 -4.239
C38 -0.806 0.485 -3.797
H29 -4.198 -2.873 -3.923
H30 -3.300 -1.724 -2.924
H31 -4.203 -3.031 -2.169
H32 -1.830 -3.526 -4.052
H33 -2.700 -4.731 -3.153
H34 -0.620 -4.364 -2.013
H35 -1.931 -3.780 -0.986
H36 0.428 -2.819 -3.638
H37 1.216 -1.356 -3.039
H38 -1.469 -1.447 -4.514
H39 0.075 -0.938 -5.143
H40 -1.759 0.592 -3.284
H41 -0.797 1.158 -4.655
H42 -0.024 0.839 -3.118

Results
- Max |F|: 1.2 eV/Å
- Spin multiplicity: 5
- Net charge: +1
- DFT total energy: -2415.4806 a.u.
- LUMO energy (spin up / spin down): -2.2 / -4.7 eV

Formula: C38H43As3Br3ClNO3SbSe4W
Source: the Open Molecules 2025 dataset
Level of theory: ωB97M-V/def2-TZVPD

CARTESIAN COORDINATES (ANGSTROEM)
W1 1.038 1.021 0.293
C1 -0.067 1.496 -3.670
As1 0.465 0.115 -2.392
C2 1.897 -0.698 -3.427
C3 -1.153 -0.952 -2.747
C4 -1.326 -2.463 -2.584
C5 -0.409 -3.193 -3.573
C6 -1.070 -2.999 -1.170
As2 0.767 -2.811 -0.459
C7 1.605 -4.422 -1.212
C8 0.392 -3.605 1.299
C9 -2.771 -2.814 -3.023
As3 -4.475 -1.951 -2.472
C10 -4.336 -0.200 -3.371
C11 -4.174 -1.326 -0.637
H1 -0.055 1.039 -4.661
H2 0.616 2.341 -3.649
H3 -1.074 1.841 -3.440
H4 1.480 -1.045 -4.372
H5 2.363 -1.518 -2.887
H6 2.650 0.066 -3.615
H7 -1.362 -0.712 -3.794
H8 -1.915 -0.431 -2.164
H9 0.646 -3.024 -3.351
H10 -0.593 -2.851 -4.594
H11 -0.589 -4.270 -3.541
H12 -1.313 -4.067 -1.146
H13 -1.732 -2.506 -0.456
H14 0.898 -5.251 -1.251
H15 2.432 -4.693 -0.554
H16 2.009 -4.243 -2.206
H17 0.307 -4.689 1.217
H18 -0.536 -3.209 1.700
H19 1.197 -3.363 1.993
H20 -2.930 -3.879 -2.833
H21 -2.828 -2.706 -4.113
H22 -3.872 -0.319 -4.350
H23 -3.772 0.536 -2.797
H24 -5.346 0.179 -3.522
H25 -4.248 -2.165 0.051
H26 -4.979 -0.628 -0.401
H27 -3.220 -0.822 -0.491
C12 0.700 0.740 4.251
C13 1.625 -0.223 3.579
C14 2.315 -1.088 4.472
C15 3.354 -1.850 4.058
C16 3.776 -1.746 2.711
C17 4.946 -2.344 2.195
Br1 6.020 -3.440 3.300
C18 5.336 -2.132 0.902
C19 4.544 -1.348 0.059
Br2 5.091 -1.066 -1.718
C20 3.367 -0.782 0.507
O1 2.579 -0.096 -0.311
C21 2.986 -0.957 1.855
N1 1.872 -0.252 2.278
H28 1.271 1.209 5.054
H29 -0.148 0.213 4.694
H30 0.353 1.536 3.609
H31 2.010 -1.075 5.509
H32 3.887 -2.495 4.741
H33 6.251 -2.562 0.523
Br3 2.822 2.557 -2.009
C22 1.727 4.043 -1.554
C23 2.236 5.296 -1.713
C24 1.387 6.411 -1.576
C25 0.054 6.226 -1.376
C26 -0.482 4.927 -1.194
C27 -1.874 4.745 -1.032
C28 -2.385 3.498 -0.840
C29 -1.514 2.404 -0.681
C30 -0.141 2.509 -0.788
C31 0.378 3.800 -1.168
H34 3.280 5.436 -1.955
H35 1.806 7.405 -1.653
H36 -0.621 7.071 -1.334
H37 -2.522 5.611 -1.083
H38 -3.453 3.348 -0.746
H39 -1.970 1.450 -0.431
Se1 5.671 3.248 1.933
Sb1 3.947 4.448 3.014
Se2 2.956 3.560 4.981
Se3 2.867 6.187 1.829
Se4 2.386 2.572 1.338
Cl1 -5.460 -0.999 5.400
C32 -4.177 -0.580 4.313
C33 -3.637 -1.565 3.498
C34 -2.619 -1.227 2.626
C35 -2.149 0.081 2.582
C36 -2.695 1.059 3.413
C37 -3.717 0.729 4.282
C38 -1.062 0.456 1.670
O2 -0.497 1.571 1.758
O3 -0.622 -0.322 0.766
H40 -4.020 -2.574 3.548
H41 -2.178 -1.972 1.983
H42 -2.315 2.072 3.371
H43 -4.157 1.470 4.934

Results
- Max |F|: 2.7 eV/Å
- Energy above the lowest of the compared OMol25 structures with the same formula, charge and spin: 23.3 kcal per mole
- DFT total energy: -26556.9436 a.u.
- LUMO energy (spin up / spin down): -2.0 / -2.0 eV